# 1
DFT (ωB97M-V with the def2-TZVPD basis set) results for C14H18BrHfNO5S as an isolated structure.

Geometry (Å):
Hf1 -0.923 0.099 -0.792
N1 -2.804 1.504 -0.360
C1 -4.138 1.284 -1.081
C2 -3.910 0.834 -2.551
C3 -2.480 0.262 -2.537
O1 -1.465 1.004 -2.679
O2 -2.337 -0.895 -1.995
H1 -3.025 1.565 0.637
H2 -2.527 2.423 -0.629
H3 -4.781 2.134 -0.956
H4 -4.640 0.467 -0.556
H5 -3.938 1.661 -3.279
H6 -4.609 0.053 -2.864
O3 0.956 0.238 -1.470
S1 2.199 0.039 -2.463
C4 2.430 1.716 -3.189
C5 3.128 2.479 -2.067
C6 4.140 1.544 -1.354
C7 3.674 0.090 -1.477
H7 1.425 2.040 -3.377
H8 2.971 1.595 -4.120
H9 2.343 2.758 -1.311
H10 3.660 3.419 -2.381
H11 4.182 1.892 -0.312
H12 5.165 1.555 -1.725
H13 3.444 -0.501 -0.580
H14 4.421 -0.393 -2.052
Br1 -0.336 -5.595 3.960
C8 -0.140 -3.767 3.852
C9 0.291 -3.119 5.002
C10 0.311 -1.752 4.939
C11 -0.072 -0.967 3.835
C12 -0.409 -1.730 2.689
C13 -0.542 -3.081 2.727
C14 -0.547 -1.043 1.427
O4 -0.534 -1.660 0.265
O5 -0.738 0.225 1.362
H15 0.548 -3.691 5.913
H16 0.636 -1.187 5.818
H17 -0.124 0.107 3.851
H18 -0.902 -3.607 1.880

Cartesian forces (eV/Å) of the 2 atoms listed first:
1.0 -0.8 0.9
-0.9 -0.5 0.2

Calculated values
**HOMO level**: -13.88 eV
**LUMO energy**: -6.94 eV
**Energy relative to the best compared isomer or geometry (same formula, charge and spin)**: 0.0 kcal per mole
**Multiplicity**: 1
**Calculated total energy**: -108711.605 eV
**Net charge**: +2
**Strongest force on any atom**: 3.0 eV/Å
**Orbital gap**: 6.941 eV

=====

# 2
DFT (ωB97M-V with the def2-TZVPD basis set) results for C14H18Cl2N2O3S in the gas phase.

Geometry (Å):
O1 -4.679 0.104 -1.553
C1 -4.783 -0.425 -0.473
C2 -5.891 -1.445 -0.218
Cl1 -5.563 -2.569 1.122
N1 -3.994 -0.168 0.600
C3 -2.925 0.742 0.599
C4 -1.662 0.320 1.003
C5 -0.602 1.200 1.002
S1 1.033 0.589 1.425
O2 1.835 1.699 1.843
O3 0.870 -0.531 2.308
N2 1.564 0.058 -0.039
C6 2.457 0.892 -0.804
C7 3.905 0.777 -0.323
C8 4.552 -0.571 -0.634
C9 3.763 -1.775 -0.118
C10 2.507 -2.059 -0.944
C11 1.278 -1.295 -0.440
C12 -0.766 2.512 0.599
C13 -2.019 2.953 0.214
C14 -3.097 2.078 0.221
Cl2 -4.657 2.675 -0.179
H1 -6.046 -2.030 -1.125
H2 -6.809 -0.905 0.022
H3 -4.037 -0.826 1.370
H4 -1.502 -0.695 1.333
H5 2.122 1.924 -0.675
H6 2.367 0.625 -1.860
H7 3.902 0.948 0.755
H8 4.492 1.570 -0.790
H9 5.547 -0.581 -0.182
H10 4.684 -0.670 -1.715
H11 3.482 -1.614 0.925
H12 4.415 -2.651 -0.158
H13 2.268 -3.123 -0.907
H14 2.699 -1.806 -1.989
H15 0.496 -1.300 -1.213
H16 0.887 -1.784 0.454
H17 0.082 3.178 0.622
H18 -2.176 3.979 -0.079

Cartesian forces (eV/Å) of the 2 atoms listed first:
0.0 -0.1 -0.2
-0.1 -0.4 0.0

Calculated values
**HOMO level**: -9.12 eV
**LUMO energy**: 0.57 eV
**Multiplicity**: 1
**Calculated total energy**: -59813.337 eV
**SMILES string**: O=C(CCl)Nc1cc(S(=O)(=O)N2CCCCCC2)ccc1Cl
**Strongest force on any atom**: 1.1 eV/Å
**Orbital gap**: 9.688 eV

=====

# 3
DFT (ωB97M-V with the def2-TZVPD basis set) results for C14H18CrN2O2 as an isolated structure.

Geometry (Å):
C1 -2.490 -0.668 1.157
C2 -2.516 1.756 0.677
H1 -2.392 -1.323 0.273
H2 -3.624 -0.308 1.261
H3 -2.037 -0.765 2.167
H4 -2.108 2.223 -0.218
H5 -3.600 1.462 0.622
H6 -2.278 2.108 1.735
C3 -0.271 -2.466 0.798
C4 0.582 -3.553 0.692
C5 1.754 -3.445 -0.078
C6 2.004 -2.193 -0.654
H7 -1.165 -2.537 1.411
H8 0.318 -4.488 1.209
H9 2.438 -4.300 -0.215
H10 2.925 -2.049 -1.229
N1 -0.093 -1.276 0.177
C7 1.091 -1.133 -0.489
C8 1.396 0.200 -0.901
N2 0.450 1.125 -0.554
C9 0.817 2.412 -0.720
C10 2.943 1.869 -1.753
C11 2.009 2.836 -1.310
H11 0.117 3.143 -0.337
H12 2.215 3.907 -1.434
C12 2.619 0.533 -1.521
H13 3.328 -0.255 -1.819
H14 3.893 2.163 -2.254
Cr1 -1.318 0.346 0.093
C13 -1.983 0.155 -1.740
H15 -1.279 -0.522 -2.228
H16 -1.880 1.114 -2.240
H17 -2.994 -0.216 -1.918
O1 0.088 -0.235 2.819
C14 0.283 1.063 2.833
O2 -0.136 1.894 2.011
H18 0.895 1.423 3.678

Cartesian forces (eV/Å) of the 2 atoms listed first:
-6.1 0.8 2.0
-3.9 1.1 2.7

Calculated values
**HOMO level (alpha / beta)**: -8.03 / -8.21 eV
**LUMO energy (alpha / beta)**: -0.89 / -1.19 eV
**Energy relative to the best compared isomer or geometry (same formula, charge and spin)**: 107.0 kcal per mole
**Multiplicity**: 5
**Calculated total energy**: -50301.389 eV
**Strongest force on any atom**: 6.5 eV/Å
**Orbital gap (alpha / beta)**: 7.136 / 7.020 eV

=====

# 4
DFT (ωB97M-V with the def2-TZVPD basis set) results for C14H18F24HfN4O12PS6 as an isolated structure.

Geometry (Å):
Hf1 -0.512 -1.622 2.083
P1 -0.884 0.740 0.151
F1 -0.590 0.660 -1.399
F2 -2.240 1.497 -0.035
F3 -1.694 -0.679 0.140
F4 -1.025 0.643 1.813
F5 0.471 -0.202 0.499
F6 -0.005 2.050 0.283
C1 -1.004 5.031 -2.886
C2 -0.030 4.550 -3.978
C3 0.310 3.105 -3.731
N1 1.641 2.654 -4.308
C4 1.646 2.707 -5.813
C5 2.793 3.331 -3.623
C6 2.867 2.718 -2.229
C7 2.427 1.278 -2.478
C8 1.829 1.182 -3.866
H1 -0.482 5.114 -1.926
H2 -1.815 4.325 -2.703
H3 -1.392 6.030 -3.070
H4 0.813 5.245 -3.929
H5 -0.466 4.753 -4.957
H6 -0.408 2.449 -4.223
H7 0.360 2.863 -2.671
H8 1.529 3.743 -6.116
H9 0.878 2.005 -6.116
H10 2.645 2.391 -6.102
H11 3.709 3.058 -4.146
H12 2.647 4.407 -3.598
H13 3.866 2.770 -1.799
H14 2.271 3.297 -1.521
H15 3.239 0.570 -2.338
H16 1.652 0.999 -1.769
H17 2.507 0.718 -4.581
H18 0.856 0.710 -3.969
C9 -4.622 -3.903 2.253
F7 -5.647 -4.171 1.470
F8 -5.033 -3.220 3.299
F9 -4.005 -5.023 2.569
S1 -3.377 -2.844 1.263
O1 -2.079 -3.523 1.229
O2 -3.981 -2.541 0.010
N2 -2.802 -1.580 2.265
S2 -4.034 -0.462 2.453
O3 -3.493 0.845 2.290
O4 -5.246 -0.784 1.765
C10 -4.382 -0.624 4.348
F10 -3.964 0.498 4.906
F11 -5.653 -0.846 4.579
F12 -3.661 -1.633 4.854
C11 1.099 -5.581 1.088
F13 1.881 -6.322 1.843
F14 1.137 -6.001 -0.157
F15 -0.152 -5.583 1.520
S3 1.724 -3.797 1.241
O5 1.458 -3.259 2.574
O6 3.067 -3.707 0.801
N3 0.461 -2.885 0.495
S4 0.879 -2.889 -1.116
O7 1.113 -1.562 -1.611
O8 1.819 -3.873 -1.541
C12 -0.735 -3.401 -1.970
F16 -1.329 -4.395 -1.327
F17 -1.534 -2.345 -2.031
F18 -0.419 -3.790 -3.194
C13 -0.025 1.777 4.877
F19 -1.252 1.982 5.315
F20 0.085 2.257 3.652
F21 0.882 2.255 5.669
S5 0.129 -0.134 4.816
O9 0.490 -0.565 6.116
O10 -1.111 -0.664 4.228
N4 1.019 -0.619 3.435
S6 2.595 -0.497 3.878
O11 2.844 0.718 4.598
O12 3.016 -1.746 4.422
C14 3.459 -0.214 2.221
F22 3.415 1.075 1.922
F23 4.706 -0.613 2.342
F24 2.850 -0.902 1.254

Cartesian forces (eV/Å) of the 2 atoms listed first:
-0.4 0.9 0.0
-0.1 1.8 -1.1

Calculated values
**HOMO level**: -13.76 eV
**LUMO energy**: -4.10 eV
**Energy relative to the best compared isomer or geometry (same formula, charge and spin)**: 0.0 kcal per mole
**Multiplicity**: 1
**Calculated total energy**: -186164.142 eV
**Net charge**: +1
**Strongest force on any atom**: 3.7 eV/Å
**Orbital gap**: 9.663 eV

=====

# 5
DFT (ωB97M-V with the def2-TZVPD basis set) results for a 4-piece molecular cluster, C14H18FN3O4S overall.

Geometry (Å):
C1 -2.829 2.264 0.430
C2 -1.680 2.346 0.127
C3 -0.268 2.432 -0.243
C4 0.642 1.856 0.887
C5 1.547 0.726 0.428
C6 0.816 -0.633 0.321
C7 0.861 -1.387 1.606
O1 0.568 -0.999 2.678
F1 1.285 -2.646 1.431
C8 2.240 1.096 -0.862
O2 1.348 1.090 -1.992
S1 -0.120 1.686 -1.899
O3 -1.011 0.571 -2.003
O4 -0.228 2.753 -2.837
H1 -3.842 2.116 0.711
H2 -0.022 3.486 -0.374
H3 0.029 1.517 1.720
H4 1.243 2.681 1.268
H5 2.342 0.619 1.173
H6 1.242 -1.224 -0.484
H7 -0.232 -0.450 0.072
H8 2.737 2.064 -0.770
H9 3.005 0.359 -1.103
C9 -0.726 -2.825 -2.779
C10 0.528 -3.140 -2.109
N1 1.513 -3.373 -1.562
H10 -1.196 -3.742 -3.125
H11 -1.399 -2.322 -2.087
H12 -0.541 -2.165 -3.624
C11 -2.528 -6.334 -0.853
C12 -2.906 -5.511 -1.993
N2 -3.205 -4.859 -2.893
H13 -2.075 -5.713 -0.082
H14 -3.409 -6.825 -0.445
H15 -1.810 -7.090 -1.166
C13 1.523 5.361 4.203
C14 0.818 5.154 2.945
N3 0.254 4.998 1.956
H16 2.505 4.894 4.158
H17 1.644 6.426 4.386
H18 0.956 4.920 5.020

Cartesian forces (eV/Å) of the 2 atoms listed first:
-0.6 -0.2 0.2
0.7 0.1 -0.4

Calculated values
**HOMO level**: -10.32 eV
**LUMO energy**: 0.32 eV
**Energy relative to the best compared isomer or geometry (same formula, charge and spin)**: 0.0 kcal per mole
**Multiplicity**: 1
**Calculated total energy**: -41019.796 eV
**SMILES string**: C#C[C@H]1C[C@@H](CC(=O)F)COS1(=O)=O.CC#N.CC#N.CC#N
**Strongest force on any atom**: 0.8 eV/Å
**Orbital gap**: 10.638 eV

=====

# 6
DFT (ωB97M-V with the def2-TZVPD basis set) results for C14H18N2O3Pt as an isolated structure.

Geometry (Å):
Pt1 0.743 -1.960 -1.485
C1 -2.816 -2.508 0.457
C2 -1.521 -1.944 -0.021
O1 -0.811 -2.770 -0.783
C3 -1.277 -0.691 0.526
C4 -0.218 0.146 0.280
C5 -0.221 1.561 0.745
N1 0.645 -0.227 -0.659
N2 1.676 0.603 -0.965
C6 2.535 -0.005 -1.810
O2 2.352 -1.226 -2.289
C7 3.808 0.595 -2.238
C8 3.968 1.927 -1.861
C9 5.094 2.575 -2.386
C10 5.812 1.911 -3.415
C11 5.734 0.545 -3.625
C12 4.742 -0.153 -2.978
H1 -2.774 -2.798 1.535
H2 -3.198 -3.371 -0.130
H3 -3.524 -1.686 0.562
H4 -1.978 -0.171 1.257
H5 -0.811 2.268 0.199
H6 0.776 1.926 1.007
H7 -0.787 1.546 1.673
H8 3.312 2.254 -1.073
H9 5.385 3.563 -2.038
H10 6.410 2.557 -4.077
H11 6.300 0.016 -4.387
H12 4.383 -1.117 -3.304
C13 -5.559 -1.125 3.190
C14 -4.785 0.136 3.646
O3 -3.378 -0.236 3.639
H13 -5.571 -1.877 4.010
H14 -5.027 -1.346 2.286
H15 -6.624 -0.910 2.929
H16 -5.119 0.289 4.658
H17 -4.889 1.123 3.128
H18 -2.788 0.580 3.794

Cartesian forces (eV/Å) of the 2 atoms listed first:
1.0 -4.0 -2.5
-0.4 -0.5 0.1

Calculated values
**HOMO level (alpha / beta)**: -14.60 / -14.60 eV
**LUMO energy (alpha / beta)**: -7.99 / -11.49 eV
**Multiplicity**: 5
**Calculated total energy**: -27155.106 eV
**Net charge**: +2
**Strongest force on any atom**: 4.8 eV/Å
**Orbital gap (alpha / beta)**: 6.610 / 3.106 eV